{"formula": "C3H9N2OS", "method": "ωB97M-V/def2-TZVPD", "elements": ["C", "C", "C", "N", "N", "O", "S", "H", "H", "H", "H", "H", "H", "H", "H", "H"], "coordinates": [[-2.736, -0.109, 0.083], [3.688, -0.602, 0.299], [1.033, -0.217, 0.170], [-2.753, 0.568, -1.035], [-0.179, 0.092, -0.087], [-2.968, 0.397, 1.261], [2.477, 0.725, -0.134], [3.690, -0.764, 1.364], [4.633, -0.131, 0.130], [3.477, -1.518, -0.223], [1.330, -1.299, 0.273], [-2.499, 0.144, -1.898], [-2.929, 1.610, -1.201], [-3.314, 1.282, 1.346], [-0.418, 0.975, -0.450], [-2.532, -1.154, 0.101]], "mulliken_charge": [0.3690, -0.9175, -0.0497, -0.3628, -0.3945, -0.3551, 0.0138, 0.3421, 0.3382, 0.3318, 0.2364, 0.2554, 0.2746, 0.3619, 0.1738, 0.3825], "e_above_lowest_kj_mol": 187.4, "gap_ev": 8.44, "homo_energy_ha": -0.454, "energy_ha": -702.353020, "total_charge": 1, "molar_mass_g_mol": 121.19}